C72H168N8O32 | wB97M-V/def2-TZVPD

Summary:
DFT total energy ... -154809.2564 eV
E_LUMO ... 0.08 eV
HOMO ... -8.54 eV
Orbital gap ... 8.627 eV

```
280
C72H168N8O32, DFT wB97M-V/def2-TZVPD
H 4.537 2.079 1.849
O 8.252 2.998 -4.013
H 0.021 4.169 -7.808
H -0.030 6.487 -8.404
H 10.040 1.884 -3.699
C 4.811 -4.688 0.945
H 4.426 3.560 4.059
C 0.750 2.591 3.683
H -10.188 3.636 3.976
C -5.101 -4.612 -1.705
H 1.066 8.734 -8.742
H 2.831 -1.908 1.231
H -9.113 -1.262 -7.630
H -4.645 -5.399 -2.306
H 6.650 -0.666 -2.638
O 0.860 -0.950 3.777
H -8.672 1.540 2.886
H -1.071 -7.462 5.561
H -6.093 2.047 -2.678
C -1.218 -4.670 10.193
H -5.008 -2.564 -5.554
H 8.050 3.185 -2.005
H -2.825 -4.777 8.241
C -0.085 -2.936 8.980
H 5.098 4.929 0.214
H 2.746 -6.673 -0.916
H 2.500 -5.406 2.008
O -0.255 4.422 -5.873
H 5.325 -2.588 -1.404
C 5.033 -1.540 -1.463
H -9.725 5.293 3.567
H -6.727 3.039 4.613
O 1.351 6.530 -6.768
H 1.450 -5.576 0.616
H 5.291 6.243 -4.159
H -0.441 -0.710 5.323
H 7.678 5.572 -4.023
H -2.567 -3.878 -3.278
C 1.381 -1.033 -5.924
H 7.754 1.588 3.089
H 7.618 2.018 6.143
C 0.623 -5.269 4.931
C -4.550 -1.611 -5.821
C -2.308 -2.615 2.647
H -2.139 -4.893 1.616
H -8.425 -2.416 -6.638
H 1.216 0.828 0.337
H -4.082 -1.066 -0.025
H -1.802 -3.292 3.335
C 4.948 5.346 1.222
C 3.731 -6.209 -0.748
H 5.657 -1.112 6.260
H -4.271 -1.788 6.451
H 1.687 3.897 -2.894
H 3.085 6.291 -2.996
C 0.358 3.152 -5.651
H -3.426 2.258 1.431
C -7.760 -3.227 -1.351
H 1.806 -6.520 7.718
H -7.878 -4.174 -0.825
H 1.789 -0.747 -6.893
N -3.686 -1.805 -6.978
O -4.216 -3.889 -0.929
H 1.159 -1.525 5.714
H -2.650 2.605 -5.416
H 5.366 2.417 -1.926
H -2.090 -5.341 10.229
H 2.693 -0.267 2.068
C -1.205 0.434 -2.677
C 0.338 -1.404 5.008
H 4.807 -4.805 2.028
H -2.936 -5.530 -0.491
H 1.628 4.848 -1.400
C -1.105 1.546 2.856
H 0.997 8.495 -6.189
H 2.603 -2.099 3.829
C 4.939 1.508 5.963
H 2.055 -0.470 -0.567
H -5.065 2.872 3.113
H -7.542 -0.449 -2.564
C 2.370 -5.107 0.968
H 0.877 -3.370 9.249
H -2.824 -2.983 8.315
O -3.915 1.473 5.372
C -5.297 1.949 2.581
O -6.701 1.873 2.248
C -2.955 -0.041 8.421
C 3.173 8.150 -10.166
H -1.014 -7.063 -2.301
H 8.426 1.078 -3.341
C 0.079 6.318 -7.333
C -2.225 -3.874 8.126
H 4.593 -1.873 4.981
C -4.478 2.019 1.278
H -5.851 -5.107 -1.089
H 7.818 5.781 -2.352
O 1.403 3.462 4.182
H -3.786 0.433 -3.827
H -0.466 0.666 2.941
H -8.427 0.779 -3.439
C -0.152 -7.355 6.138
H -4.955 1.112 3.191
C -5.784 -3.559 -2.624
H -0.286 -1.961 9.424
C 2.249 -1.243 1.869
C -9.127 -1.584 -6.588
H -3.347 0.813 8.974
O -7.255 -3.647 -2.640
C -3.430 -1.163 6.150
H 3.915 7.531 -10.671
H 3.504 4.910 -3.993
H -0.647 6.946 -6.818
H 2.479 9.541 -8.035
H 9.757 -0.995 5.477
H -1.975 -3.640 0.412
H -3.659 2.006 -2.967
H 3.484 4.991 3.514
O 2.840 7.655 -8.865
H -5.626 0.467 -2.190
O 6.101 4.776 -3.098
C 1.989 8.579 -8.183
H 1.042 -2.057 -6.086
H -2.903 0.008 0.777
O 4.126 -1.127 -2.497
H 1.262 -2.870 2.968
H -2.023 4.232 2.852
H -0.792 4.794 3.868
H 7.183 -1.122 -1.105
C 3.187 -2.151 -2.833
H 0.305 -2.750 7.979
H -3.139 0.925 -5.824
H -3.867 2.287 -6.740
C -0.475 4.898 -7.167
H 0.052 -1.438 -1.473
H -1.275 1.554 1.779
H 4.258 1.222 -1.779
O -4.458 2.185 -4.827
O 4.697 -6.531 -1.403
C -7.685 -0.012 -3.552
C 5.255 5.784 -3.171
H -3.940 -2.083 -9.141
H 10.671 0.214 4.663
C 4.410 4.428 3.400
H 1.459 -0.997 -3.154
O 5.061 6.485 1.609
H 0.017 2.701 -4.719
H -5.058 -0.912 -8.334
H -7.350 0.799 3.777
C 1.174 -0.215 0.021
H -1.413 -0.453 -3.275
H 1.125 1.662 3.228
H 0.106 2.397 -6.396
H -8.349 2.738 5.085
H -9.029 -1.603 -3.839
O 6.062 1.008 5.190
C -9.508 4.242 3.378
H -5.433 -2.531 -2.541
H -1.874 0.048 8.534
H -5.239 -0.770 -5.895
H -7.224 -2.486 -0.759
H 5.166 1.528 7.029
C -3.484 1.296 6.493
O 3.672 -0.747 6.462
H 5.768 -5.045 0.564
H -4.299 -5.451 0.519
C 8.167 1.512 4.095
C 0.147 -4.930 -1.997
H 9.650 0.737 6.018
O 6.081 0.584 -1.112
H -5.541 -3.828 -3.652
H -0.381 -7.401 7.203
H -2.077 1.218 3.226
H 5.466 6.531 -2.406
C 4.077 2.960 1.402
H 2.847 1.167 6.253
C 8.314 3.795 -2.869
H -10.104 -1.962 -6.287
N -0.856 -5.041 -2.906
O 3.538 4.466 -1.989
C 7.163 1.883 5.162
H -3.322 2.085 7.244
H 1.491 -2.670 -3.858
H 0.300 -8.280 5.781
N 0.718 -6.193 5.883
H -3.277 -1.021 8.774
C 6.310 -0.700 -1.603
C -0.046 -0.528 -0.881
H -1.305 1.243 -3.400
C 3.642 0.565 5.814
C -2.698 -4.149 1.049
N -3.311 0.069 6.960
H 4.163 2.824 0.324
H 4.790 2.541 5.649
H 9.335 4.077 -2.614
C 9.722 0.052 5.174
C -8.225 -1.144 -4.415
H 0.541 -0.430 -5.580
H -1.524 4.794 -7.446
H -0.946 -2.953 -3.334
H -4.805 2.978 0.876
C 1.685 7.920 -6.810
H 5.168 5.091 3.818
C -4.487 -1.835 -8.232
O -4.757 0.926 0.363
H 8.944 2.276 4.053
C -3.572 -4.808 0.022
N 4.661 4.233 1.990
H -1.559 -3.915 -4.645
H 4.762 -3.621 0.726
O -1.652 -1.687 -5.952
H 2.868 -2.511 -1.854
O 1.033 -1.018 1.189
C -5.646 1.128 -3.056
C -1.415 3.915 3.700
H 3.021 2.955 1.674
H 2.601 7.855 -6.223
C 7.503 5.041 -3.087
C -3.956 -0.260 0.697
C -4.246 1.408 -3.664
O -8.542 -0.665 -5.734
H 6.833 2.892 4.915
H -0.964 -0.544 -0.294
C -3.454 1.968 -5.783
C -2.341 -1.808 -6.919
H -1.370 -6.651 -3.922
N 3.661 -5.406 0.355
C -7.727 2.893 4.204
H -2.598 -6.198 -2.698
H 2.180 -4.037 1.043
H -7.472 -1.932 -4.447
N -1.118 -3.939 9.096
H 2.077 3.168 -1.303
O -8.126 4.037 3.465
C 2.163 4.058 -1.927
H 5.561 1.117 -3.062
H -8.786 -2.919 -1.553
H 8.927 1.410 -4.962
C -7.673 1.717 3.287
H -2.040 3.723 4.572
H -0.120 -2.391 4.936
O -0.402 -4.967 4.344
C -1.513 -3.856 -3.557
O -0.071 0.566 -1.849
H -1.864 -2.089 -7.871
N -0.551 2.731 3.422
H 1.433 3.328 -5.679
C 3.707 5.397 -3.039
O -6.421 0.458 -4.001
H -9.812 4.033 2.352
H -3.529 -0.865 5.106
O -0.343 -4.684 11.109
H 4.517 -2.526 6.519
O -3.258 -3.183 1.839
H -2.106 0.563 -2.077
C 1.759 -1.919 3.163
H 2.665 -7.157 6.349
H -2.779 -1.774 3.157
H -2.550 -1.803 6.214
C -1.533 -6.313 -2.899
H 0.432 -5.906 -1.575
H 3.724 -2.890 -3.428
H -3.999 -1.533 -4.883
H 2.375 8.334 -10.886
C 4.697 -1.572 6.024
H -4.318 -0.782 1.583
H -1.531 -2.126 2.059
O 2.469 -1.172 -4.979
O 8.607 0.223 4.262
O 0.680 -3.918 -1.726
C 2.023 -1.726 -3.736
H -5.263 -2.591 -8.106
H 1.566 -4.717 4.795
C 1.998 -6.352 6.658
C 8.982 1.796 -3.944
C 5.315 1.332 -2.022
H 4.536 -1.305 -0.521
H 3.765 9.050 -10.002
H 2.601 -5.447 6.722
H 3.451 0.644 4.744
H -1.750 -3.767 7.150
```

Löwdin atomic charge list, values in e, 6 entries: H 0.077; O -0.173; H 0.117; H 0.124; H 0.089; C -0.024